The following is a DFT calculation (wB97M-V/def2-TZVPD) of 7 unconnected molecules or ions with the total composition C8H30O8 at a distorted geometry.

Geometry (Å):
C (-2.976, -1.371, 2.404)
O (-3.642, -2.482, 2.973)
H (-3.466, -1.025, 1.479)
H (-2.978, -0.501, 3.067)
H (-1.964, -1.679, 2.158)
H (-4.311, -2.165, 3.583)
C (-1.023, -0.516, -4.554)
O (-1.695, 0.729, -4.441)
H (-0.109, -0.352, -5.123)
H (-0.695, -0.900, -3.581)
H (-1.617, -1.276, -5.067)
H (-2.520, 0.585, -3.973)
C (2.884, -2.897, 0.086)
O (3.868, -2.400, -0.805)
H (3.338, -3.435, 0.924)
H (2.247, -2.113, 0.481)
H (2.218, -3.612, -0.420)
H (4.526, -3.091, -0.922)
C (-0.082, -0.913, -0.891)
O (0.855, -0.240, -0.086)
H (0.452, -1.510, -1.630)
H (-0.769, -1.533, -0.308)
H (-0.668, -0.177, -1.457)
H (0.524, 0.632, 0.132)
C (1.733, -2.878, -3.962)
O (3.043, -3.062, -3.450)
H (1.643, -3.447, -4.885)
H (0.963, -3.206, -3.255)
H (1.535, -1.831, -4.225)
H (3.110, -2.649, -2.576)
C (-1.333, 2.400, -0.326)
O (0.040, 2.649, -0.014)
H (-1.943, 3.297, -0.203)
H (-1.450, 2.037, -1.351)
H (-1.688, 1.628, 0.354)
H (0.371, 3.315, -0.623)
C (0.291, 3.697, 4.890)
C (0.366, 3.729, 3.384)
O (0.417, 2.389, 2.928)
O (-0.984, 3.233, 5.339)
H (0.421, 4.695, 5.306)
H (1.079, 3.044, 5.276)
H (1.260, 4.291, 3.076)
H (-0.519, 4.253, 3.004)
H (0.223, 2.385, 1.984)
H (-0.974, 2.273, 5.299)

The gap between HOMO and LUMO comes out at 0.3789 hartree. As for the multiplicity: 1. For the highest occupied orbital energy, the calculation gives -10.0 eV. The calculation puts the energy relative to the best compared isomer or geometry (same formula, charge and spin) at 391.5 kJ/mol. The structure (SMILES) is OCCO.CO.CO.CO.CO.CO.CO.

---

The following is a DFT calculation (wB97M-V/def2-TZVPD) of a molecular structure, C11H30OP2V at a distorted geometry.

Geometry (Å):
V (0.938, -0.393, 0.079)
H (-4.040, -0.535, -0.539)
H (-4.056, -0.160, 0.114)
P (-0.059, -2.308, -0.917)
P (-0.006, 1.591, -1.339)
C (1.326, 2.691, -0.814)
H (1.151, 3.637, -1.361)
H (1.267, 2.854, 0.279)
H (2.304, 2.254, -1.090)
C (-0.126, 1.802, -3.145)
H (-1.010, 1.278, -3.544)
H (-0.215, 2.869, -3.385)
H (0.777, 1.408, -3.633)
C (-1.529, 2.372, -0.719)
H (-1.482, 2.426, 0.376)
H (-1.587, 3.387, -1.139)
H (-2.413, 1.792, -1.026)
C (0.131, -2.594, -2.716)
H (0.044, -3.665, -2.927)
H (-0.642, -2.048, -3.268)
H (1.111, -2.234, -3.045)
C (1.097, -3.550, -0.236)
H (0.857, -3.685, 0.821)
H (0.929, -4.481, -0.782)
H (2.134, -3.221, -0.337)
C (-1.605, -3.235, -0.588)
H (-2.474, -2.765, -1.057)
H (-1.484, -4.253, -0.979)
H (-1.773, -3.282, 0.493)
C (2.757, -0.523, -0.294)
O (3.925, -0.640, -0.381)
H (-0.094, -0.161, -1.120)
C (-0.559, 1.612, 3.836)
C (0.219, 1.264, 2.523)
C (1.684, 1.065, 2.897)
C (-0.259, 0.022, 1.775)
H (-0.462, 0.800, 4.575)
H (-1.633, 1.805, 3.661)
H (-0.163, 2.528, 4.282)
H (0.111, 2.176, 1.891)
H (1.787, 0.184, 3.565)
H (2.322, 0.857, 2.020)
H (2.096, 1.945, 3.405)
H (-1.329, 0.042, 1.524)
H (0.035, -0.927, 2.266)

The gap between HOMO and LUMO (alpha / beta) comes out at 0.2225 / 0.2412 hartree. As for the multiplicity: 4. For the highest occupied orbital energy (alpha / beta), the calculation gives -5.5 / -6.2 eV.